Formula: C30H29CuIN2OSi
Source: the Open Molecules 2025 dataset
Level of theory: the ωB97M-V functional and the def2-TZVPD basis

Computed properties:
Charge ... 0
LUMO energy (alpha / beta) ... -0.712 / -1.645 eV
2S+1 ... 2
Highest occupied orbital energy (alpha / beta) ... -8.45 / -8.43 eV

Element x y z (Å)
C 1.654 2.967 -0.919
C 2.608 1.917 -1.549
H 1.673 3.914 -1.467
H 2.045 3.145 0.091
H 0.603 2.682 -0.714
H 2.270 1.188 -2.318
H 3.409 2.471 -2.047
H 3.052 1.312 -0.749
C -2.355 1.962 -2.292
C -3.665 1.673 -2.694
C -3.902 0.514 -3.442
C -2.833 -0.329 -3.732
H -2.110 2.868 -1.736
H -4.460 2.365 -2.433
H -4.899 0.265 -3.802
H -2.947 -1.235 -4.325
N -1.330 1.156 -2.593
C -1.551 -0.009 -3.252
C -0.407 -0.929 -3.364
N 0.782 -0.491 -2.899
C 1.799 -1.345 -2.763
C 0.518 -3.136 -3.737
C 1.704 -2.686 -3.150
H 2.717 -0.952 -2.328
H 2.563 -3.334 -2.992
C -0.549 -2.244 -3.850
H -1.495 -2.537 -4.297
H 0.424 -4.159 -4.096
Cu 0.655 1.582 -2.211
I 0.850 3.030 -4.353
O 0.129 0.379 -0.349
Si 0.123 -0.047 1.167
C 0.634 1.370 2.297
C 1.975 1.767 2.362
C 2.350 2.887 3.117
C 1.384 3.615 3.820
C 0.047 3.211 3.766
C -0.331 2.106 2.991
C -1.578 -0.592 1.726
C -1.906 -0.877 3.055
C -3.210 -1.275 3.390
C -4.190 -1.368 2.399
C -3.857 -1.097 1.066
C -2.553 -0.718 0.730
C 1.268 -1.500 1.511
C 2.605 -1.453 1.102
C 3.487 -2.478 1.473
C 3.035 -3.558 2.236
C 1.686 -3.632 2.593
C 0.798 -2.625 2.198
H 2.735 1.198 1.822
H 3.399 3.187 3.143
H 1.679 4.490 4.402
H -0.712 3.760 4.320
H -1.378 1.808 2.931
H -1.148 -0.792 3.838
H -3.447 -1.506 4.430
H -5.213 -1.647 2.665
H -4.612 -1.174 0.283
H -2.295 -0.508 -0.310
H 2.963 -0.613 0.505
H 4.530 -2.423 1.164
H 3.726 -4.342 2.547
H 1.311 -4.473 3.176
H -0.260 -2.706 2.444


Formula: C30H29F2FeN8S
Source: the Open Molecules 2025 dataset
Level of theory: the ωB97M-V functional and the def2-TZVPD basis

Computed properties:
Charge ... +2
LUMO energy (alpha / beta) ... -6.198 / -8.068 eV
2S+1 ... 6
Highest occupied orbital energy (alpha / beta) ... -11.95 / -13.85 eV
Energy above the lowest of the compared OMol25 structures with the same formula, charge and spin ... 23.76 kcal per mole

Element x y z (Å)
Fe 0.654 -0.087 -0.071
N 1.795 -3.952 -1.836
C 1.130 -2.822 -1.608
N 1.522 -1.924 -0.749
C 2.719 -2.115 -0.080
N 3.211 -1.113 0.681
N 2.425 -0.100 0.695
C 2.768 1.100 1.376
C 1.919 2.177 1.181
C 2.200 3.445 1.751
C 1.361 4.505 1.498
C 0.248 4.315 0.685
C 0.012 3.048 0.155
N 0.795 2.008 0.386
C 3.450 -3.334 -0.231
C 4.628 -3.629 0.481
C 5.258 -4.831 0.284
C 4.736 -5.770 -0.620
C 3.588 -5.505 -1.333
C 2.953 -4.283 -1.136
H 1.438 -4.597 -2.528
H 0.220 -2.649 -2.170
H 3.652 1.157 1.994
H 3.082 3.563 2.366
H 1.575 5.480 1.914
H -0.427 5.127 0.455
H -0.849 2.861 -0.479
H 5.017 -2.899 1.176
H 6.162 -5.063 0.829
H 5.241 -6.716 -0.760
H 3.183 -6.231 -2.026
F -4.293 -1.801 -1.221
C -3.225 -1.085 -1.590
C -2.132 -1.034 -0.737
C -1.029 -0.282 -1.110
C -1.007 0.395 -2.344
C -2.136 0.297 -3.155
F -2.155 0.903 -4.349
C -3.256 -0.431 -2.803
C 0.241 1.084 -2.729
C 0.366 2.057 -3.714
C 1.616 2.602 -3.966
C 2.713 2.166 -3.241
C 2.505 1.221 -2.253
N 1.306 0.701 -1.995
H -2.168 -1.580 0.194
H -4.109 -0.497 -3.464
H -0.496 2.384 -4.272
H 1.728 3.363 -4.726
H 3.707 2.545 -3.431
H 3.326 0.861 -1.644
C -3.191 2.831 3.652
C -3.069 2.279 2.241
N -1.935 1.358 2.093
C -1.828 0.049 2.257
S -0.264 -0.696 2.035
N -2.803 -0.764 2.635
C -4.232 -0.529 2.879
C -5.053 -0.624 1.603
H -4.047 3.504 3.715
H -2.300 3.394 3.929
H -3.328 2.036 4.385
H -2.886 3.088 1.532
H -3.979 1.786 1.912
H -1.045 1.794 1.912
H -2.506 -1.728 2.675
H -4.363 0.424 3.384
H -4.539 -1.296 3.589
H -4.675 0.051 0.832
H -6.091 -0.360 1.807
H -5.038 -1.636 1.199


Formula: C30H29F3N12ORbS2
Source: the Open Molecules 2025 dataset
Level of theory: the ωB97M-V functional and the def2-TZVPD basis

Computed properties:
Charge ... -1
LUMO energy ... 2.215 eV
Highest occupied orbital energy ... -4.43 eV
Energy above the lowest of the compared OMol25 structures with the same formula, charge and spin ... 0.00 kcal per mole

Element x y z (Å)
Rb -0.238 -0.072 0.605
O -0.597 3.992 -2.609
C -0.708 2.891 -2.020
N 0.273 2.133 -1.572
C 1.545 2.722 -1.866
C 2.729 1.943 -1.290
C 3.992 2.120 -1.898
C 5.108 1.532 -1.353
C 4.965 0.791 -0.183
C 3.682 0.645 0.277
N 2.558 1.164 -0.235
C -2.098 2.396 -1.743
C -3.189 3.194 -2.100
C -4.469 2.796 -1.756
C -4.620 1.566 -1.084
C -3.472 0.835 -0.782
N -2.252 1.225 -1.087
H 1.621 3.752 -1.488
H 1.735 2.870 -2.935
H 4.065 2.726 -2.796
H 6.085 1.605 -1.875
H 5.822 0.337 0.337
H 3.503 0.018 1.104
H -2.920 4.142 -2.558
H -5.314 3.387 -2.064
H -5.548 1.097 -0.790
H -3.549 -0.114 -0.210
F 3.946 -0.158 4.259
C 3.807 -1.517 4.405
F 3.116 -1.682 5.539
F 5.079 -1.939 4.731
C 3.277 -2.196 3.136
C 4.211 -2.806 2.365
C 3.864 -3.257 1.074
C 2.558 -3.049 0.723
N 1.640 -2.510 1.513
C 1.919 -2.072 2.751
S 0.635 -1.377 3.655
H 5.273 -2.914 2.720
H 4.568 -3.731 0.396
H 2.221 -3.316 -0.301
N -0.286 -0.168 -3.327
C -0.753 -1.378 -3.086
N -0.979 -2.150 -4.171
C -1.537 -3.309 -3.929
N -1.762 -4.155 -4.975
N -1.808 -3.811 -2.717
C -1.597 -2.961 -1.723
N -1.008 -1.760 -1.822
C -1.932 -3.453 -0.351
C -2.297 -4.772 -0.143
C -2.583 -5.222 1.135
C -2.525 -4.318 2.166
C -2.054 -3.020 1.887
N -1.848 -2.579 0.636
H 0.008 0.044 -4.255
H -0.064 0.512 -2.574
H -1.447 -3.910 -5.905
H -2.081 -5.034 -4.695
H -2.278 -5.394 -1.029
H -2.881 -6.249 1.327
H -2.810 -4.581 3.196
H -1.837 -2.310 2.679
C 0.025 2.354 3.064
N -0.895 2.915 2.112
C -0.631 4.280 1.634
C -1.906 4.594 0.837
N -2.864 3.585 1.365
C -2.225 2.598 2.053
S -2.919 1.181 2.628
H 1.000 2.219 2.576
H -0.301 1.358 3.338
H 0.132 2.982 3.951
H 0.324 4.307 1.107
H -0.522 4.951 2.474
H -1.764 4.509 -0.253
H -2.252 5.600 1.011
H -3.668 3.379 0.786


Formula: C30H29N7O2RuS
Source: the Open Molecules 2025 dataset
Level of theory: the ωB97M-V functional and the def2-TZVPD basis

Computed properties:
Charge ... +1
LUMO energy (alpha / beta) ... -3.518 / -4.900 eV
2S+1 ... 2
Highest occupied orbital energy (alpha / beta) ... -10.65 / -11.01 eV
Energy above the lowest of the compared OMol25 structures with the same formula, charge and spin ... 0.00 kcal per mole

Element x y z (Å)
Ru -0.038 0.467 0.167
N -2.676 -3.024 0.952
C -1.859 -1.952 0.967
S -2.241 -0.697 -0.247
N -0.917 -1.876 1.839
N -0.189 -0.700 1.852
C 0.353 -0.406 2.982
C 1.030 0.829 3.261
C 1.813 0.918 4.422
C 2.417 2.101 4.780
C 2.213 3.237 3.993
C 1.423 3.185 2.865
C 0.827 1.982 2.471
O 0.072 1.977 1.378
H -3.261 -3.202 0.156
H -2.490 -3.776 1.596
H 0.241 -1.137 3.779
H 1.940 0.034 5.034
H 3.032 2.154 5.667
H 2.677 4.173 4.276
H 1.255 4.065 2.258
C -0.121 5.786 0.109
C 1.074 6.054 -0.763
C 1.887 7.165 -0.566
C 2.979 7.413 -1.387
C 3.277 6.555 -2.435
C 2.477 5.444 -2.654
C 1.394 5.200 -1.822
N 0.599 4.024 -2.037
C 0.835 2.871 -1.354
N 2.019 2.790 -0.712
C 2.670 1.618 -0.273
C 1.970 0.468 0.089
C 2.693 -0.656 0.487
C 4.073 -0.620 0.568
C 4.747 0.550 0.253
C 4.067 1.681 -0.173
C 4.811 2.942 -0.518
N -0.033 1.893 -1.342
C -1.226 2.038 -2.119
C -2.385 2.502 -1.503
C -3.562 2.608 -2.227
C -3.574 2.247 -3.567
C -2.415 1.791 -4.175
C -1.219 1.681 -3.470
C 0.045 1.223 -4.142
H -0.123 6.446 0.974
H -0.146 4.753 0.462
H -1.051 5.959 -0.439
H 1.659 7.846 0.245
H 3.595 8.285 -1.210
H 4.121 6.752 -3.081
H 2.678 4.759 -3.468
H -0.363 4.156 -2.320
H 2.597 3.613 -0.790
H 2.170 -1.566 0.756
H 4.622 -1.497 0.885
H 5.827 0.588 0.328
H 5.882 2.795 -0.405
H 4.528 3.775 0.135
H 4.628 3.253 -1.551
H -2.349 2.765 -0.452
H -4.463 2.967 -1.747
H -4.488 2.321 -4.141
H -2.432 1.514 -5.222
H -0.169 0.802 -5.123
H 0.572 0.473 -3.551
H 0.735 2.059 -4.280
O 0.125 -1.673 -1.838
N -0.086 -0.912 -1.022


Formula: C30H30BF3O2S
Source: the Open Molecules 2025 dataset
Level of theory: the ωB97M-V functional and the def2-TZVPD basis

Computed properties:
Charge ... 0
LUMO energy ... 0.272 eV
Structure (SMILES) ... CC1(C)OB([C@H](c2cccc(F)c2)c2cc(F)cc(F)c2)OC1(C)C.Cc1ccc(-c2ccccc2)s1
Highest occupied orbital energy ... -7.77 eV
Energy above the lowest of the compared OMol25 structures with the same formula, charge and spin ... 0.00 kcal per mole

Element x y z (Å)
F 2.388 3.592 3.464
C 2.277 2.216 3.471
C 3.205 1.465 4.167
C 3.077 0.078 4.078
F 3.934 -0.702 4.824
C 2.058 -0.520 3.352
C 1.061 0.264 2.723
C -0.038 -0.491 1.982
C -1.474 -0.058 2.097
C -2.498 -0.876 1.541
C -3.836 -0.787 1.959
C -4.208 0.211 2.881
C -3.225 1.097 3.310
F -3.596 2.138 4.140
C -1.883 0.989 2.948
C 1.180 1.654 2.802
H 4.009 1.929 4.716
H 2.033 -1.608 3.292
H -0.084 -1.518 2.498
H -2.233 -1.637 0.790
H -4.584 -1.516 1.602
H -5.229 0.295 3.236
H -1.172 1.705 3.342
H 0.448 2.292 2.309
C -1.030 0.465 -6.238
C -0.706 0.768 -4.821
C 0.450 1.368 -4.332
C 0.334 1.840 -2.998
C -0.943 1.664 -2.487
B 0.573 -1.487 0.890
C -1.456 2.226 -1.262
C -0.687 3.110 -0.447
C -1.275 3.735 0.657
C -2.643 3.592 0.934
C -3.359 2.625 0.212
C -2.799 2.008 -0.901
O -0.038 -2.489 0.183
C 0.911 -2.895 -0.860
C 1.051 -4.401 -0.739
C 0.340 -2.581 -2.231
C 2.213 -2.012 -0.573
C 3.375 -2.780 0.039
C 2.755 -1.242 -1.764
O 1.765 -1.032 0.375
S -1.900 0.660 -3.596
H -0.219 0.839 -6.861
H -1.173 -0.595 -6.463
H -1.942 0.998 -6.537
H 1.328 1.476 -4.958
H 1.125 2.323 -2.437
H 0.356 3.322 -0.719
H -0.685 4.374 1.323
H -3.128 4.158 1.752
H -4.373 2.360 0.512
H -3.396 1.373 -1.573
H 1.774 -4.780 -1.467
H 1.350 -4.719 0.268
H 0.089 -4.862 -0.968
H 1.033 -2.977 -2.969
H -0.604 -3.093 -2.393
H 0.161 -1.520 -2.434
H 3.721 -3.545 -0.668
H 4.194 -2.079 0.221
H 3.098 -3.261 0.982
H 3.145 -1.931 -2.515
H 2.017 -0.591 -2.238
H 3.585 -0.620 -1.427


Formula: C30H30BF4N5O3SW
Source: the Open Molecules 2025 dataset
Level of theory: the ωB97M-V functional and the def2-TZVPD basis

Computed properties:
Charge ... 0
LUMO energy (alpha / beta) ... -0.274 / -1.518 eV
2S+1 ... 3
Highest occupied orbital energy (alpha / beta) ... -7.76 / -7.91 eV
Energy above the lowest of the compared OMol25 structures with the same formula, charge and spin ... 9.51 kcal per mole

Element x y z (Å)
W -0.224 -0.224 -0.113
C -2.296 -4.138 0.897
O -2.038 -4.020 2.291
C -1.375 -2.955 2.801
C -1.011 -3.082 4.137
C -0.331 -2.079 4.805
C -0.006 -0.906 4.141
C -0.354 -0.775 2.809
C -0.082 0.511 2.081
N 0.987 0.722 1.300
N 1.365 2.028 1.081
C 0.987 2.406 -0.104
O 0.227 1.661 -0.856
C 1.422 3.716 -0.636
C 2.410 4.446 0.019
C 2.824 5.663 -0.498
C 2.253 6.153 -1.667
C 1.266 5.425 -2.319
C 0.851 4.205 -1.805
C -1.031 -1.783 2.132
O -1.303 -1.568 0.804
H -1.364 -4.193 0.333
H -2.915 -3.319 0.534
H -2.834 -5.074 0.786
H -1.269 -4.010 4.631
H -0.057 -2.213 5.843
H 0.512 -0.101 4.649
H -0.513 1.399 2.530
H 2.844 4.048 0.927
H 3.595 6.230 0.009
H 2.581 7.103 -2.071
H 0.819 5.809 -3.227
H 0.080 3.626 -2.296
N -0.836 -1.630 -1.756
C -1.714 -1.337 -2.864
C -1.431 -1.929 -4.087
C -2.243 -1.704 -5.184
C -3.347 -0.877 -5.041
C -3.623 -0.303 -3.811
C -2.826 -0.527 -2.682
C -3.148 0.180 -1.403
C -4.482 0.547 -1.196
C -4.850 1.443 -0.208
C -3.861 2.032 0.565
C -2.547 1.621 0.406
C -2.163 0.637 -0.513
H -0.038 -2.174 -2.076
H -1.316 -2.266 -1.113
H -0.569 -2.581 -4.166
H -2.015 -2.169 -6.135
H -3.991 -0.670 -5.886
H -4.463 0.375 -3.729
H -5.250 0.120 -1.829
H -5.893 1.698 -0.066
H -4.108 2.789 1.299
H -1.797 2.084 1.031
F 0.870 -4.255 1.187
B 1.392 -3.444 0.213
F 1.189 -2.057 0.591
F 2.774 -3.628 0.030
F 0.726 -3.644 -1.032
C 2.781 -3.466 -3.680
N 2.852 -2.460 -2.636
C 2.269 -1.271 -2.680
S 2.321 -0.257 -1.299
N 1.657 -0.906 -3.815
C 1.179 0.453 -4.065
H 3.481 -4.259 -3.437
H 3.071 -3.064 -4.651
H 1.778 -3.897 -3.744
H 3.079 -2.781 -1.694
H 1.824 -1.475 -4.628
H 0.619 0.819 -3.209
H 0.524 0.422 -4.932
H 2.007 1.139 -4.244


Among the records above, which one has the lowest charge? C30H29F3N12ORbS2


The lowest charge belongs to which entry? C30H29F3N12ORbS2